Entry 1:
2 unconnected molecules or ions with the total composition C9H14, computed with ωB97M-V with the def2-TZVPD basis set.

* SMILES: Cc1ccccc1.CC
* orbital gap: 10.01 eV
* E_HOMO: -9.006 eV

```
23
C9H14 ωB97M-V with the def2-TZVPD basis set
C 2.83972 -0.27576 -0.08516
C 3.44841 0.72533 0.87648
H 2.96648 -1.34835 0.09912
H 1.75219 -0.26656 -0.20956
H 3.19881 -0.14951 -1.11017
H 4.48109 0.83661 0.53535
H 2.96677 1.68746 0.87086
H 3.51133 0.39577 1.89241
C -0.50175 1.70371 -0.70014
C -1.23451 -0.07993 0.90022
C -1.21635 0.41774 -0.39517
C -2.01077 -1.17329 1.26353
C -2.82540 -1.75354 0.31076
C -2.04134 -0.18647 -1.34290
C -2.82988 -1.26447 -0.99974
H -0.54808 0.31102 1.64687
H -2.04007 -1.55245 2.23584
H -1.10596 2.58770 -0.48402
H -0.23886 1.77851 -1.74632
H -3.50768 -2.57019 0.50346
H -2.01868 0.22739 -2.34156
H -3.35686 -1.85967 -1.72822
H 0.31139 1.80895 0.00808
```

---

Entry 2:
2 unconnected molecules or ions with the total composition C2HF5O2P, computed with ωB97M-V with the def2-TZVPD basis set.

* orbital gap (spin up / spin down): 7.80 / 7.80 eV
* net charge: -1
* E_HOMO (spin up / spin down): -4.104 / -4.104 eV

```
11
C2HF5O2P ωB97M-V with the def2-TZVPD basis set
C -1.49142 -0.45352 -0.05727
C 1.53935 -0.42904 0.01936
O 0.05533 1.77612 0.98860
O 0.76250 1.64476 -1.40816
F -2.37341 0.28477 0.64946
F -1.07262 -1.46480 0.69941
F -2.14352 -0.94402 -1.10167
F 2.69108 -0.88652 -0.69585
F 1.58479 -0.97390 1.26635
P 1.04941 1.28170 -0.00240
H -0.60150 0.16447 -0.35786
```

---

Entry 3:
A single C6H10O molecule, computed with ωB97M-V with the def2-TZVPD basis set.

* SMILES: C/C=C/C=C(/C)O
* orbital gap: 8.88 eV
* E_HOMO: -7.935 eV

```
17
C6H10O ωB97M-V with the def2-TZVPD basis set
C -1.38851 -2.88058 0.24041
C -0.23644 -2.01637 -0.09630
C -0.38160 -0.65416 0.03345
C 0.78987 0.29963 -0.18734
C 0.63523 1.60354 0.18248
O -0.19717 1.82390 1.35194
C 1.17052 2.79823 -0.60663
H -1.78725 -3.20964 -0.74326
H -0.88879 -3.52492 1.00963
H -2.19371 -2.32615 0.73716
H 0.74402 -2.47279 -0.34921
H -1.28933 -0.07625 0.15200
H 1.40340 0.17783 -1.05631
H -0.27557 1.05419 1.79931
H 2.31160 2.83547 -0.77309
H 0.78923 3.68916 -0.06051
H 0.79448 2.87892 -1.63372
```